Record 1
An isolated molecule of C2H3FO in a non-equilibrium geometry. Source: the OMol25 dataset; level of theory: ωB97M-V/def2-TZVPD.

Geometry (Å):
F (-1.3808, -0.7391, -0.1714)
O (2.0537, -0.2047, -0.2528)
C (-0.4259, 0.3229, -0.0992)
C (1.0003, -0.5324, 0.1963)
H (-0.6134, 0.8638, 0.8469)
H (-0.2640, 0.7860, -1.1804)
H (0.9250, -1.4218, 0.9005)

As for the molar mass: 62.0 u. The value obtained for the HOMO-LUMO gap is 0.403 hartree. The value obtained for the energy above the lowest of the compared OMol25 structures with the same formula, charge and spin is 1.862 eV. The value obtained for the LUMO energy is 0.9 eV. Its total energy is -253.05879 hartree.

Atom charges from the Löwdin analysis, given in e for atoms 1 to 2: -0.1239 0.0415


Record 2
An isolated molecule of C2H3FO in a non-equilibrium geometry. Source: the OMol25 dataset; level of theory: ωB97M-V/def2-TZVPD.

Geometry (Å):
F (-1.4122, 1.1680, -0.0484)
O (-1.4729, -1.0621, 0.0195)
C (-0.8387, -0.0832, -0.0294)
C (0.6473, 0.0281, -0.0217)
H (1.0893, 0.1554, 1.0630)
H (0.8785, 0.7909, -0.6156)
H (1.1088, -0.9971, -0.3675)

As for the molar mass: 62.0 u. The value obtained for the HOMO-LUMO gap is 0.456 hartree. The value obtained for the energy above the lowest of the compared OMol25 structures with the same formula, charge and spin is 0.494 eV. The value obtained for the LUMO energy is 0.8 eV. Its total energy is -253.10908 hartree.

Atom charges from the Löwdin analysis, given in e for atoms 1 to 2: 0.0590 0.1689


Record 3
C2H3FO2 as an isolated structure in a non-equilibrium geometry. Source: the OMol25 dataset; level of theory: ωB97M-V/def2-TZVPD.

Geometry (Å):
F (2.3267, 1.2025, -0.0144)
O (1.3882, 0.3675, -0.6098)
O (-2.0031, 0.6083, -0.1289)
C (0.0633, -0.2511, 0.5113)
C (-1.0742, -0.1066, -0.3519)
H (0.0058, 0.2660, 1.4143)
H (-1.0855, -0.7888, -1.3540)
H (0.3790, -1.2976, 0.5334)

As for the molar mass: 78.0 u. The value obtained for the HOMO-LUMO gap is 0.356 hartree. The value obtained for the energy above the lowest of the compared OMol25 structures with the same formula, charge and spin is 5.950 eV. The value obtained for the LUMO energy is -1.1 eV. Its total energy is -328.13638 hartree.

Atom charges from the Löwdin analysis, given in e for atoms 1 to 2: -0.1151 -0.0962


Record 4
C2H3FO2Rb as an isolated structure in a non-equilibrium geometry. Source: the OMol25 dataset; level of theory: ωB97M-V/def2-TZVPD.

Geometry (Å):
Rb (0.1107, -2.6411, 0.6771)
F (2.0843, 0.9881, 0.0847)
O (-1.4034, -1.0573, 2.5830)
O (0.7895, -0.2908, -1.3685)
C (0.1584, 0.9788, -1.4041)
C (0.6816, 0.5089, -0.1016)
H (0.7331, 1.7431, -1.9428)
H (-2.2294, -1.1849, 3.0527)
H (-0.9249, 0.9552, -1.5805)

As for the molar mass: 163.5 u. The value obtained for the HOMO-LUMO gap is 0.165 hartree. The value obtained for the energy above the lowest of the compared OMol25 structures with the same formula, charge and spin is 2.058 eV. The value obtained for the LUMO energy is 1.8 eV. Its total energy is -352.32897 hartree. Its net charge is -1.

Atom charges from the Löwdin analysis, given in e for atoms 1 to 2: 0.8327 -0.2216


Record 5
An isolated molecule of C2H3FO2S in a non-equilibrium geometry. Source: the OMol25 dataset; level of theory: ωB97M-V/def2-TZVPD.

Geometry (Å):
S (0.2588, 1.1441, -2.1657)
F (-0.3957, -0.1049, -3.0507)
O (-1.2232, 1.0967, 0.2650)
O (0.5144, 0.3131, -0.8934)
C (-0.3110, 0.3492, 0.2412)
C (0.1637, -0.5971, 1.2782)
H (1.1012, -0.8612, 0.8977)
H (-0.4668, -1.4184, 1.2807)
H (0.3585, 0.0784, 2.1470)

As for the molar mass: 110.1 u. The value obtained for the HOMO-LUMO gap is 0.345 hartree. The value obtained for the energy above the lowest of the compared OMol25 structures with the same formula, charge and spin is 1.049 eV. The value obtained for the LUMO energy is 0.3 eV. Its total energy is -726.49355 hartree.

Atom charges from the Löwdin analysis, given in e for atoms 1 to 2: 0.9957 -0.4313


Record 6
An isolated molecule of C2H3FO2S in a non-equilibrium geometry. Source: the OMol25 dataset; level of theory: ωB97M-V/def2-TZVPD.

Geometry (Å):
S (1.8056, 1.0302, 0.2847)
F (2.1595, 1.5140, -1.2777)
O (1.3436, -0.5055, 0.0469)
O (-0.2458, -1.6132, -1.0778)
C (-1.0508, 0.0079, 0.4495)
C (-0.0194, -0.7207, -0.3058)
H (-1.7847, -0.7921, 0.7088)
H (-0.5578, 0.3990, 1.2376)
H (-1.6502, 0.6804, -0.0662)

As for the molar mass: 110.1 u. The value obtained for the HOMO-LUMO gap is 0.360 hartree. The value obtained for the energy above the lowest of the compared OMol25 structures with the same formula, charge and spin is 1.067 eV. The value obtained for the LUMO energy is 0.1 eV. Its total energy is -726.49286 hartree.

Atom charges from the Löwdin analysis, given in e for atoms 1 to 2: 1.0089 -0.4366


Please write out number 1 again, unchanged.
An isolated molecule of C2H3FO in a non-equilibrium geometry. Source: the OMol25 dataset; level of theory: ωB97M-V/def2-TZVPD.

Geometry (Å):
F (-1.3808, -0.7391, -0.1714)
O (2.0537, -0.2047, -0.2528)
C (-0.4259, 0.3229, -0.0992)
C (1.0003, -0.5324, 0.1963)
H (-0.6134, 0.8638, 0.8469)
H (-0.2640, 0.7860, -1.1804)
H (0.9250, -1.4218, 0.9005)

As for the molar mass: 62.0 u. The value obtained for the HOMO-LUMO gap is 0.403 hartree. The value obtained for the energy above the lowest of the compared OMol25 structures with the same formula, charge and spin is 1.862 eV. The value obtained for the LUMO energy is 0.9 eV. Its total energy is -253.05879 hartree.

Atom charges from the Löwdin analysis, given in e for atoms 1 to 2: -0.1239 0.0415